1.
A molecular structure, C26H33Cl5N2OPtSi3, computed with wB97M-V/def2-TZVPD.

Geometry as XYZ:
```
71
C26H33Cl5N2OPtSi3 | the OMol25 dataset | wB97M-V/def2-TZVPD
Pt -0.523 -0.177 -0.692
Cl -6.500 -4.135 0.952
Cl -3.098 0.044 1.487
Cl -5.820 -4.268 -2.098
Cl -3.696 -2.310 -3.318
Cl -5.119 -1.970 2.732
Si 1.969 1.052 -1.461
Si 1.481 0.575 1.634
Si 1.731 -1.849 -0.302
O -2.516 -0.526 -1.408
N -0.676 -2.783 0.973
N -0.062 2.975 -1.208
C -0.113 5.326 -0.618
C -2.196 6.316 0.114
C 0.525 -3.140 0.487
C -4.097 -2.234 -1.639
C -2.100 3.966 -0.447
C -1.505 -3.720 1.419
C -1.214 -5.077 1.412
C 1.375 2.864 -1.248
C 0.025 -5.466 0.934
C -4.713 -2.072 1.048
C 1.928 -2.491 -2.072
C 3.868 1.318 -1.478
C -3.384 -1.261 -0.863
C 3.231 1.114 2.175
C 0.404 2.076 2.023
C 0.960 -0.708 2.918
C -2.808 5.067 -0.020
C -3.780 -1.201 0.513
C 1.451 -0.054 -0.091
C 3.415 -2.356 0.467
C -0.848 6.424 -0.187
C -5.029 -3.094 -1.094
C -0.727 4.071 -0.767
C 1.660 0.598 -3.275
C -5.342 -3.039 0.265
C 0.899 -4.491 0.481
H -0.643 1.833 1.841
H 1.873 -4.780 0.105
H 3.682 -3.399 0.270
H 0.648 0.220 -3.417
H -2.759 7.176 0.456
H 1.792 1.505 -3.877
H 3.966 0.332 1.961
H -0.348 7.382 -0.080
H 1.838 3.270 -0.333
H 0.940 5.431 -0.842
H -2.460 -3.367 1.799
H 4.241 1.710 -0.528
H 1.045 -0.274 3.921
H 3.259 1.328 3.249
H 3.436 -2.202 1.550
H 0.309 -6.513 0.909
H 2.818 -2.062 -2.542
H 2.049 -3.579 -2.056
H 2.371 -0.147 -3.639
H 4.171 2.006 -2.277
H 1.792 3.451 -2.081
H -0.078 -0.995 2.740
H 0.644 2.958 1.427
H 4.370 0.361 -1.656
H 1.565 -1.618 2.891
H 3.547 2.018 1.646
H 4.197 -1.725 0.033
H -1.940 -5.798 1.769
H 1.057 -2.243 -2.678
H -3.858 4.952 0.227
H -0.534 2.064 -1.089
H 0.526 2.346 3.079
H -2.573 2.994 -0.530
```

Its charge is -2. Its LUMO energy is 4.10 eV. The energy comes out at -4484.21599 Ha. As for the HOMO energy: -0.875 eV. As for the molecular weight: 846.16 g/mol. The max |F| comes out at 0.26 eV Å⁻¹. For the frontier orbital gap, the calculation gives 5.0 eV. Its energy above the lowest of the compared OMol25 structures with the same formula, charge and spin is 0.00 kcal per mole.

---

2.
C4H3N3 in the gas phase in a non-equilibrium geometry, computed with wB97M-V/def2-TZVPD.

Geometry as XYZ:
```
10
C4H3N3 | the OMol25 dataset | wB97M-V/def2-TZVPD
N -1.960 0.161 -0.088
N -0.378 -1.427 0.055
N -1.678 -1.283 -0.051
C 0.118 -0.214 0.017
C 1.560 0.146 0.087
C -0.768 0.831 -0.109
C 2.779 -0.443 -0.052
H 3.938 -0.404 -0.318
H -2.905 0.720 0.201
H -0.706 1.913 0.258
```

Its charge is 0. Its LUMO energy is 0.42 eV. The energy comes out at -318.28747 Ha. As for the HOMO energy: -8.901 eV. As for the molecular weight: 93.09 g/mol. The SMILES is C#Cc1c[nH]nn1. The max |F| comes out at 9.33 eV Å⁻¹. For the frontier orbital gap, the calculation gives 9.3 eV. Its energy above the lowest of the compared OMol25 structures with the same formula, charge and spin is 123.78 kcal per mole.

---

3.
2 unconnected molecules or ions with the total composition C32H34BF5N2O5 in a non-equilibrium geometry, computed with wB97M-V/def2-TZVPD.

Geometry as XYZ:
```
79
C32H34BF5N2O5 | the OMol25 dataset | wB97M-V/def2-TZVPD
F 1.084 -0.410 -6.718
F -0.140 1.142 -8.626
F -2.357 3.593 -5.228
F 0.533 0.003 -4.071
F -1.851 3.155 -7.873
O 3.705 -2.762 0.520
O 6.387 -2.797 1.756
O -3.648 0.547 -4.657
O 3.422 -0.634 1.727
O 3.682 -2.742 2.977
N -4.452 0.962 -2.530
N -2.546 0.874 -1.316
C 1.621 -2.305 1.728
C 5.600 -1.659 1.760
C -0.562 1.225 5.762
C -3.470 0.768 -3.458
C 8.742 -3.410 1.734
C -5.843 1.041 -2.917
C -0.369 1.375 -7.321
C 0.251 0.585 -6.351
C -0.862 0.867 2.016
C -0.231 1.018 4.425
C -1.595 0.829 -0.360
C -3.994 1.103 -1.145
C 6.422 -0.539 1.746
C 7.693 -2.393 1.742
C -2.873 1.575 5.153
C 2.290 -2.958 2.984
C 0.117 -2.474 1.723
C 7.760 -1.019 1.735
C -1.216 1.065 3.403
C -0.025 0.822 -5.009
C -4.688 0.062 -0.260
C -1.477 2.623 -5.588
C 2.032 -0.799 1.721
C -4.296 2.519 -0.634
C -1.265 1.984 -3.159
C 2.310 -2.965 0.487
C -1.236 2.402 -6.940
C -2.555 1.352 3.815
C -1.823 0.968 1.002
C -0.899 1.829 -4.600
C -1.883 1.505 6.142
C -2.131 0.815 -2.715
B 4.009 -1.983 1.746
H -0.320 -2.012 2.621
H -2.843 1.223 1.278
H 0.218 1.171 6.524
H 2.107 -4.052 0.500
H 1.894 -2.520 -0.437
H 0.806 0.824 4.138
H -0.320 -1.988 0.838
H 2.092 -4.048 2.968
H -0.570 0.662 -0.713
H 9.721 -2.921 1.732
H -3.904 1.802 5.428
H 8.682 -0.449 1.724
H -5.382 2.640 -0.530
H -5.765 0.278 -0.221
H -3.357 1.408 3.081
H 1.634 -0.317 0.810
H 8.690 -4.040 0.838
H -3.832 2.689 0.342
H 6.082 0.498 1.741
H 1.855 -2.514 3.900
H -1.815 2.924 -3.011
H -1.585 -0.125 -2.906
H -2.132 1.675 7.190
H -6.263 2.034 -2.705
H -3.905 3.263 -1.343
H 8.701 -4.050 2.624
H -0.360 1.997 -2.540
H -0.136 -3.544 1.710
H -4.300 0.086 0.760
H -5.913 0.843 -3.990
H 1.626 -0.308 2.625
H 0.184 0.751 1.738
H -6.436 0.302 -2.366
H -4.527 -0.940 -0.678
```

Its charge is 0. Its LUMO energy is -3.11 eV. The energy comes out at -2249.63065 Ha. As for the HOMO energy: -5.719 eV. As for the molecular weight: 632.44 g/mol. The max |F| comes out at 3.16 eV Å⁻¹. For the frontier orbital gap, the calculation gives 2.6 eV.